Formula: C21H37ClCoN5O2P
Source: OMol25
Level of theory: ωB97M-V with the def2-TZVPD basis set

Output
Spin multiplicity: 2
Expectation value of S²: 0.774
DFT total energy, eV: -93347.1724
HOMO (alpha / beta), eV: -14.4 / -14.4
Net charge: +2

The geometry in XYZ format:
```
68
C21H37ClCoN5O2P (ωB97M-V with the def2-TZVPD basis set)
Co -1.38359 -1.22107 1.41415
Cl -0.13610 -1.31723 4.32193
C -1.60641 -1.59821 3.31014
H -2.42187 -1.06394 3.80258
H -1.80037 -2.66545 3.41141
C 4.96311 0.85271 -2.34098
C 3.86837 1.45372 -3.20778
N 2.66119 0.61376 -3.23283
C 2.60298 -0.42586 -4.26483
C 2.28112 0.11951 -5.64742
C 1.80210 0.73686 -2.22252
O 1.96439 1.50891 -1.26969
C 0.52850 -0.07499 -2.17271
C -0.41837 -0.21382 -3.17780
C -1.64978 -0.77836 -2.86714
C -1.91522 -1.15021 -1.56360
N -1.00922 -1.01191 -0.58567
C 0.18772 -0.52054 -0.90693
H 5.85145 1.48209 -2.37594
H 5.24650 -0.14063 -2.69123
H 4.63625 0.78063 -1.30438
H 4.20427 1.56134 -4.23785
H 3.58273 2.43841 -2.84498
H 1.88016 -1.18153 -3.96284
H 3.57538 -0.92243 -4.27696
H 1.31947 0.63379 -5.66706
H 2.24882 -0.69654 -6.36858
H 3.03806 0.82583 -5.98526
H -0.22086 0.13604 -4.18196
H -2.41073 -0.90126 -3.62453
H -2.87460 -1.56205 -1.27795
H 0.91558 -0.43099 -0.11024
C -2.44009 -5.18557 0.36143
C -3.58148 -4.89054 1.33950
C -3.56169 -3.37011 1.47980
O -2.26665 -2.93980 0.95509
C -1.43801 -4.10907 0.70885
H -2.76809 -5.07626 -0.67263
H -2.02815 -6.18420 0.48807
H -3.39267 -5.36449 2.30197
H -4.54244 -5.24516 0.97491
H -3.64851 -3.04112 2.51513
H -4.32147 -2.87221 0.87843
H -0.88029 -4.34783 1.61875
H -0.74633 -3.84842 -0.09095
C -1.17161 3.96610 2.27737
N -0.82058 3.08535 3.49013
C 0.71725 3.06769 3.63893
N 1.33196 2.65338 2.43281
C 0.94996 3.51749 1.31477
N -0.50201 3.50837 1.11583
C -0.98223 2.21531 0.62087
P -0.64844 0.86021 1.84692
C -1.37095 1.70247 3.33221
C 1.14540 1.23452 2.13402
H -0.85288 4.97554 2.53676
H -2.25503 3.93374 2.16505
H -1.22188 3.50405 4.33134
H 0.94647 2.39613 4.46563
H 0.99982 4.08963 3.89142
H 1.43937 3.16927 0.40758
H 1.26736 4.53778 1.53218
H -0.44698 1.98812 -0.30245
H -2.04940 2.27277 0.39706
H -1.14416 1.13064 4.23115
H -2.45407 1.77694 3.22205
H 1.70128 1.00482 1.22344
H 1.52625 0.61789 2.94605
```